[1]
DFT (ωB97M-V with the def2-TZVPD basis set) results for C26H12F6N9O4RhS3Se as an isolated structure at a distorted geometry.

Geometry (Å):
1 H 2.09483 0.69000 1.81755
2 N -0.71175 -0.20182 1.93679
3 O -0.62273 1.96827 -0.56520
4 S -3.29970 0.33607 0.30806
5 H 2.23681 -5.12293 1.83941
6 C 0.78672 -3.67576 3.69772
7 S 0.69140 -4.55350 5.88242
8 S -1.99015 2.27665 -1.05103
9 F -5.32706 0.39088 -1.31351
10 N 0.58473 -1.92490 0.46973
11 N 1.66211 0.60484 -0.19320
12 C 1.78969 -4.21781 1.44884
13 F -5.24662 -1.34304 -0.01022
14 C 3.76528 2.34294 -0.61901
15 Rh -0.21316 -0.12832 -0.06788
16 C 1.32235 0.82753 -3.83805
17 C 1.94806 -3.84126 0.12935
18 C 3.00769 1.88588 -1.70163
19 F -1.15062 4.65156 -1.59046
20 C -2.11524 4.11851 -0.86232
21 N 0.16473 -0.36205 -2.10804
22 H 1.39932 -2.39148 -1.36699
23 N -0.14160 -3.18673 5.73193
24 H 2.54058 -4.43095 -0.55474
25 N -3.03623 1.83322 0.06131
26 H -2.47853 1.17075 4.45646
27 C 0.45473 -2.25162 1.77715
28 H -1.21735 -1.04879 -5.06703
29 O -2.28774 1.87395 -2.38333
30 C -0.01310 -2.79132 4.47405
31 F -3.29305 4.51064 -1.28258
32 C -1.64061 0.59754 2.53153
33 F -1.94501 4.41869 0.41359
34 C -0.53449 -0.59621 -4.36285
35 H 4.58140 3.03038 -0.80088
36 C 0.45748 0.26710 -4.78384
37 C 1.03214 -3.41142 2.29831
38 C 3.23712 2.27547 -3.08984
39 C -0.30109 -1.33627 2.58326
40 C -1.36004 -0.63190 4.61232
41 H -1.59979 1.62695 2.19210
42 C -1.86885 0.42956 3.95962
43 H 0.58343 0.52029 -5.82860
44 C 3.45202 1.91050 0.65356
45 C 1.96217 1.01144 -1.44961
46 Se 4.06321 3.27560 -5.21736
47 C 2.37772 1.04733 0.83624
48 N 1.24692 -4.71091 4.38396
49 H 4.02143 2.23312 1.51301
50 N 2.69033 2.16498 -5.35244
51 C -0.57426 -1.59175 3.89976
52 C 1.32458 -2.69046 -0.33273
53 O -2.45784 -0.57201 -0.48423
54 H -1.53498 -0.78455 5.66934
55 C 2.40810 1.75191 -4.14514
56 H -1.41552 -1.57106 -2.63999
57 F -5.83345 0.58705 0.78548
58 C -0.65800 -0.89159 -3.00809
59 C -5.08866 -0.04036 -0.09111
60 C 1.12893 0.48965 -2.50898
61 N 4.17597 3.10674 -3.45825
62 O -3.23475 0.07481 1.76633

Output
total charge = +2
LUMO level = -6.949 eV
ΔE to the lowest compared entry with this formula, charge and spin = 7.04 kcal/mol
2S+1 = 1
highest occupied orbital energy = -13.906 eV

Here are the Löwdin charges for atoms 1 to 5, given in e: number 1, H, carries 0.130; number 2, N, carries -0.027; number 3, O, carries -0.365; number 4, S, carries 0.736; number 5, H, carries 0.140

***

[2]
DFT (ωB97M-V with the def2-TZVPD basis set) results for C26H14Br2Cl5CrN2OS as an isolated structure.

Geometry (Å):
1 C -2.66538 -0.08250 -3.86689
2 C -0.17885 0.08283 4.46820
3 Br -1.70207 3.87163 2.17804
4 C 0.42445 -1.83439 -4.94007
5 C 3.53661 2.49230 -1.84988
6 Cr 0.05809 -0.32201 0.11298
7 H 1.98699 -2.95410 1.50735
8 H 1.87326 -2.73713 -3.61728
9 C -1.39962 -0.70640 -3.85865
10 N 0.18922 -0.95393 2.28804
11 Br -0.60296 1.26652 7.05871
12 C 0.68027 -2.14563 4.29300
13 O -0.66074 1.21140 1.04083
14 C -0.20764 0.10526 3.06448
15 C 0.37671 -1.71841 -2.51622
16 H -3.16365 0.09484 -4.81150
17 Cl 3.04300 -0.25112 1.00061
18 H -1.39405 3.21260 5.02123
19 C -0.61782 1.23860 5.16629
20 C -1.05715 2.33583 4.48693
21 H 1.30953 -4.06223 2.70488
22 C 3.78428 1.56348 -0.84314
23 Cl -0.42842 2.37796 -2.19635
24 C -3.23966 0.50733 -0.20455
25 N -1.35330 -0.44813 -1.44287
26 C -0.80193 -0.93389 -2.61027
27 H 0.32893 -3.50310 1.33789
28 C -3.25981 0.24910 -2.68992
29 H 0.33258 -1.16914 6.15206
30 C 2.22776 2.70401 -2.27380
31 Cl 5.38596 1.33116 -0.25817
32 C 1.40884 0.96066 -0.77548
33 S 0.94169 -2.20311 -0.92894
34 Cl 1.91704 3.90024 -3.47427
35 H -3.44712 -0.37010 0.41276
36 C 2.71696 0.83341 -0.33061
37 C 1.18934 1.95451 -1.71768
38 C 0.97317 -2.14046 -3.67971
39 C 0.62445 -2.05148 2.88349
40 H -1.20716 -0.94094 -5.99556
41 C -0.75183 -1.14760 -5.03623
42 C 0.28951 -1.10130 5.07369
43 C -0.65816 1.25257 2.34384
44 C -2.56539 0.07899 -1.46849
45 H 0.92974 -2.17466 -5.83273
46 H 1.04050 -3.06251 4.73482
47 C -1.07787 2.34103 3.08007
48 Cl 4.83364 3.39517 -2.52863
49 H -4.18567 0.99139 -0.43168
50 H -4.24650 0.68670 -2.66252
51 H -2.61523 1.18719 0.36724
52 C 1.08545 -3.21242 2.06469

Output
total charge = 0
⟨S²⟩ = 3.8130
LUMO level (spin up / spin down) = -1.055 / -0.678 eV
ΔE to the lowest compared entry with this formula, charge and spin = 5.33 kcal/mol
2S+1 = 4
highest occupied orbital energy (spin up / spin down) = -7.745 / -8.006 eV

Here are the Löwdin charges for atoms 1 to 5, given in e: number 1, C, carries 0.012; number 2, C, carries -0.183; number 3, Br, carries 0.801; number 4, C, carries -0.067; number 5, C, carries -0.704

***

[3]
DFT (ωB97M-V with the def2-TZVPD basis set) results for C26H14F5NOPRhSe2 as an isolated structure at a distorted geometry.

Geometry (Å):
1 H -0.08179 5.05002 3.57553
2 F 2.63051 -3.15167 0.64538
3 C -0.25906 1.83421 2.42963
4 H 0.72549 2.02822 -2.73495
5 C -0.34844 2.04579 -2.76508
6 C -0.01011 2.88560 3.32946
7 H -1.40406 3.42160 -0.29174
8 C 1.65688 -4.01702 0.97928
9 H -0.91920 5.55657 1.44114
10 C 3.09483 -0.62905 -0.76092
11 C 1.79258 -0.39302 -1.00031
12 C 1.17671 0.76444 -0.39090
13 N -3.29160 -1.72662 0.65262
14 F 3.12682 -5.62443 -0.10986
15 C -3.13754 2.25815 -3.01026
16 C 0.87146 -1.44514 -1.36725
17 Rh -1.21808 -1.38601 0.57436
18 H -0.25930 3.03452 -4.64249
19 F 1.29121 -7.53415 0.10326
20 C -2.28475 2.71342 -4.03329
21 H 0.35723 2.79369 4.31576
22 H -0.05391 0.84573 2.62225
23 H 4.10510 2.35570 0.58826
24 O 0.73295 -2.33283 -2.12285
25 H 3.59587 -1.55633 -1.12759
26 C -0.83770 4.42652 1.64136
27 C -1.16070 1.54260 -1.72094
28 C -2.56159 1.71244 -1.85077
29 C -0.10072 -6.05231 1.33281
30 C 2.04997 1.66805 0.28831
31 H -2.66717 3.17681 -4.98575
32 H 1.65699 2.63932 0.64301
33 F -1.51444 -4.59379 2.40405
34 C -0.34416 4.21922 2.91833
35 C -0.66530 2.13150 1.11582
36 C -0.90286 2.59145 -3.89268
37 C -0.38283 -4.78177 1.75965
38 C 1.04605 -6.32438 0.60086
39 Se 0.17371 -2.02020 2.41601
40 H -3.33435 1.37490 -1.07730
41 C 1.94126 -5.27346 0.44358
42 H 4.99383 0.12067 -0.27839
43 C -4.39090 -1.29268 0.47313
44 C 3.93793 0.30649 -0.13920
45 F -0.98150 -7.03111 1.42600
46 P -0.57982 0.81197 -0.19946
47 Se -5.93548 -0.50041 0.16855
48 C 3.44409 1.46381 0.31490
49 H -4.23038 2.21827 -3.10005
50 C -1.07349 3.38668 0.78200
51 C 0.52980 -3.71198 1.61672

Output
total charge = 0
⟨S²⟩ = 6.0200
LUMO level (spin up / spin down) = -0.745 / -2.136 eV
ΔE to the lowest compared entry with this formula, charge and spin = 23.54 kcal/mol
2S+1 = 5
highest occupied orbital energy (spin up / spin down) = -7.677 / -7.840 eV

Here are the Löwdin charges for atoms 1 to 5, given in e: number 1, H, carries 0.105; number 2, F, carries 0.072; number 3, C, carries -0.085; number 4, H, carries 0.103; number 5, C, carries -0.076

***

[4]
DFT (ωB97M-V with the def2-TZVPD basis set) results for C26H16BrCoF12N2O3 as an isolated structure.

Geometry (Å):
1 C 2.99026 -5.01840 -2.19286
2 H 3.93417 -5.26933 -1.70230
3 C 1.26882 -4.05446 -0.62347
4 C -0.87657 -0.63961 0.64006
5 C -0.92763 4.85289 -0.10926
6 F -0.02282 2.88928 3.92127
7 F -1.68254 2.77192 2.55789
8 C -1.25781 0.08874 1.78249
9 C 1.08572 -1.66131 -0.30667
10 C 2.78810 -2.55859 -1.74003
11 H 0.92853 -5.05911 -0.40237
12 C 2.32133 -3.85715 -1.51429
13 C -0.21796 0.88334 2.62361
14 F 4.73774 1.20321 -1.92983
15 C -3.15887 -1.33114 0.27346
16 H -3.89057 -1.84967 -0.33549
17 C 2.24151 -1.45355 -1.12646
18 C -0.91564 2.05122 3.39687
19 C 0.03480 3.87471 0.02627
20 C 0.38315 -0.11910 3.65379
21 C 0.63926 0.47966 -2.84133
22 H -1.51725 -1.77040 -1.04586
23 H 0.95436 4.07266 0.56197
24 N 0.43731 -0.58471 0.16608
25 C -2.10321 4.50404 -0.75373
26 H -0.16320 -3.12456 0.66060
27 F -0.54891 -0.77746 4.37446
28 O 0.78425 1.47006 1.94165
29 Co 1.25103 1.24060 0.06751
30 C -2.59728 0.01822 2.15994
31 C -1.83534 -1.32158 -0.11568
32 H -3.19059 2.93660 -1.75103
33 O -0.29071 -0.24742 -2.45877
34 O 2.98786 0.55634 0.00216
35 F 1.41102 -0.05159 -3.93350
36 Br -3.47287 5.79337 -0.95414
37 H -5.08723 -0.62472 2.94734
38 C -2.28290 3.23010 -1.24545
39 C 4.16635 0.00049 -1.97219
40 C -1.24963 2.31835 -1.08830
41 C 1.73718 0.92575 -1.83449
42 H -5.52581 -1.54298 1.50437
43 H -0.76987 5.84185 0.29304
44 N -0.11694 2.64087 -0.46176
45 H -1.30276 1.30824 -1.48431
46 F 4.11649 -0.36867 -3.26371
47 H 3.21884 -4.78412 -3.23310
48 C -4.99870 -0.65766 1.86092
49 F 1.10120 -1.05108 3.01476
50 H -2.91727 0.51991 3.06090
51 F 0.19082 1.72107 -3.42636
52 F 2.35501 2.07958 -2.25171
53 H 3.61813 -2.43551 -2.41958
54 C 0.65391 -2.97659 -0.03097
55 C 2.79087 -0.03060 -1.26679
56 H -5.52135 0.21629 1.46506
57 H 2.35851 -5.90642 -2.17395
58 C -3.55672 -0.67003 1.43019
59 F -1.70816 1.66421 4.42551
60 F 1.19231 0.48738 4.53272
61 F 5.02832 -0.84345 -1.35513

Output
total charge = -1
⟨S²⟩ = 4.0445
LUMO level (spin up / spin down) = 2.223 / 0.844 eV
2S+1 = 4
highest occupied orbital energy (spin up / spin down) = -5.290 / -5.963 eV

Here are the Löwdin charges for atoms 1 to 5, given in e: number 1, C, carries -0.051; number 2, H, carries 0.084; number 3, C, carries -0.035; number 4, C, carries -0.196; number 5, C, carries -0.097

***

Number 1: E_tot -165909.0338 eV. Number 2: E_tot -274174.0017 eV. Number 3: E_tot -187298.2097 eV. Number 4: E_tot -176627.0532 eV.